Record 1
170
Properties=species:S:1:pos:R:3 method="wB97M-V/def2-TZVPD" smiles=CCN(CC)CC.CCN(CC)CC.CCN(CC)CC.C1CCOC1.C1CCOC1.C1CCOC1.C1CCOC1.C1CCOC1.C1CCOC1.C1CCOC1.C1CCOC1 total_energy_ev=-74457.7871 charge=0
C 5.335 5.675 9.824
C 5.608 7.062 9.266
C 4.154 7.491 9.135
O 3.604 6.381 8.506
C 4.006 5.211 9.229
H 5.177 5.862 10.887
H 6.080 4.906 9.619
H 6.126 6.893 8.322
H 6.075 7.757 9.965
H 4.057 8.344 8.464
H 3.666 7.834 10.047
H 4.210 4.371 8.564
H 3.260 4.816 9.919
C -3.877 5.310 -1.826
C -4.405 4.692 -0.606
C -5.901 5.010 -0.514
O -6.166 5.593 -1.841
C -5.132 5.250 -2.711
H -3.004 4.721 -2.108
H -3.690 6.374 -1.681
H -3.745 5.031 0.193
H -4.228 3.617 -0.607
H -5.989 5.809 0.222
H -6.368 4.079 -0.191
H -5.118 5.925 -3.567
H -5.277 4.272 -3.171
C 7.878 -9.286 6.925
C 6.542 -8.496 7.119
C 7.076 -7.358 8.017
O 8.155 -6.923 7.215
C 8.900 -8.091 6.755
H 7.827 -9.955 6.066
H 8.217 -9.804 7.822
H 5.793 -9.079 7.655
H 6.018 -8.203 6.209
H 7.300 -7.588 9.059
H 6.386 -6.529 8.174
H 9.819 -8.253 7.319
H 9.156 -7.771 5.745
C 1.983 9.742 0.972
C 2.856 11.017 0.679
C 2.610 11.955 1.812
O 2.442 11.043 2.937
C 2.324 9.649 2.480
H 2.237 8.839 0.417
H 0.926 9.989 0.875
H 2.748 11.253 -0.379
H 3.892 10.682 0.722
H 1.722 12.552 1.602
H 3.509 12.551 1.965
H 1.542 9.035 2.927
H 3.270 9.132 2.640
C 9.500 -2.990 1.776
C 8.875 -3.837 0.684
C 8.014 -2.908 -0.147
O 8.322 -1.544 0.374
C 9.470 -1.549 1.185
H 10.501 -3.333 2.038
H 8.826 -3.064 2.629
H 8.281 -4.594 1.194
H 9.614 -4.300 0.029
H 6.941 -3.090 -0.076
H 8.293 -2.968 -1.199
H 9.317 -0.721 1.877
H 10.293 -1.250 0.537
C -7.392 -1.679 -7.427
C -6.080 -2.217 -7.077
C -5.100 -1.051 -7.041
O -5.975 0.093 -6.773
C -7.305 -0.376 -6.643
H -8.229 -2.248 -7.021
H -7.622 -1.577 -8.487
H -5.784 -2.910 -7.865
H -6.151 -2.636 -6.073
H -4.710 -1.041 -8.059
H -4.398 -1.235 -6.229
H -7.872 0.390 -7.171
H -7.620 -0.480 -5.604
C 0.686 -5.193 -5.496
C 2.096 -4.429 -5.302
C 2.728 -4.423 -6.710
O 1.850 -5.130 -7.499
C 1.036 -5.918 -6.733
H -0.182 -4.604 -5.791
H 0.416 -5.631 -4.535
H 2.755 -5.016 -4.662
H 1.981 -3.446 -4.846
H 3.666 -4.979 -6.691
H 3.003 -3.447 -7.111
H 1.544 -6.878 -6.638
H 0.154 -6.141 -7.333
C -2.070 -8.634 6.727
C -1.720 -9.024 5.273
C -0.481 -8.161 5.059
O -0.199 -7.355 6.221
C -1.332 -7.333 7.045
H -1.765 -9.390 7.451
H -3.126 -8.463 6.935
H -2.498 -8.686 4.589
H -1.537 -10.096 5.358
H -0.698 -7.550 4.184
H 0.393 -8.780 4.854
H -1.843 -6.406 6.784
H -1.153 -7.204 8.113
C 3.146 -1.860 2.959
C 1.820 -1.217 3.323
N 1.051 -0.719 2.241
C 0.621 -1.741 1.280
C -0.480 -1.243 0.281
C 1.673 0.439 1.539
C 2.099 1.595 2.418
H 3.720 -1.109 2.418
H 3.022 -2.664 2.233
H 3.703 -2.255 3.808
H 1.187 -1.993 3.753
H 1.952 -0.445 4.081
H 1.524 -2.068 0.765
H 0.243 -2.602 1.831
H -0.001 -0.801 -0.593
H -1.042 -2.114 -0.058
H -1.219 -0.625 0.793
H 0.978 0.826 0.793
H 2.542 0.035 1.020
H 2.937 1.342 3.067
H 1.249 1.956 2.998
H 2.403 2.451 1.815
C -8.754 -1.360 -0.266
C -10.023 -2.221 -0.174
N -10.930 -1.776 -1.222
C -11.538 -0.459 -0.926
C -12.241 0.141 -2.127
C -11.934 -2.818 -1.481
C -11.449 -4.176 -2.141
H -8.504 -1.062 -1.284
H -7.994 -2.036 0.126
H -8.818 -0.593 0.506
H -9.765 -3.271 -0.307
H -10.423 -2.226 0.840
H -12.402 -0.502 -0.262
H -10.904 0.329 -0.519
H -13.184 -0.325 -2.413
H -12.449 1.199 -1.972
H -11.561 0.056 -2.975
H -12.656 -2.377 -2.169
H -12.527 -3.112 -0.615
H -12.358 -4.767 -2.251
H -10.824 -4.738 -1.446
H -10.797 -4.254 -3.011
C 3.713 4.467 -5.082
C 2.425 5.066 -5.579
N 2.306 4.961 -7.023
C 1.339 5.969 -7.394
C 1.126 6.119 -8.862
C 2.126 3.670 -7.675
C 1.217 2.673 -6.931
H 3.623 3.443 -5.444
H 3.976 4.636 -4.038
H 4.563 4.909 -5.601
H 1.575 4.619 -5.065
H 2.436 6.112 -5.271
H 0.410 5.774 -6.860
H 1.768 6.934 -7.124
H 0.500 5.364 -9.336
H 0.516 7.009 -9.021
H 2.071 6.148 -9.403
H 3.118 3.228 -7.768
H 1.926 3.811 -8.737
H 0.989 1.817 -7.566
H 0.298 3.191 -6.654
H 1.591 2.283 -5.985

Record 2
169
Properties=species:S:1:pos:R:3 method="wB97M-V/def2-TZVPD" total_energy_ev=-93772.8173 charge=+1
C 5.097 -6.133 -0.156
C 3.952 -5.741 0.647
C 3.106 -6.876 1.208
C 2.322 -7.591 0.053
P 1.102 -8.781 0.657
C 0.074 -8.215 2.136
C -1.283 -8.942 2.350
C -2.358 -8.116 3.226
C -3.057 -6.918 2.583
C 2.095 -10.150 1.266
C 1.488 -11.606 1.512
C 2.545 -12.698 1.797
C 2.004 -14.164 1.868
C -0.215 -9.192 -0.666
C -0.925 -7.891 -1.284
C -2.124 -8.265 -2.218
C -3.010 -6.990 -2.592
H 4.723 -6.686 -1.018
H 5.707 -6.754 0.500
H 5.703 -5.298 -0.507
H 3.314 -4.977 0.203
H 4.386 -5.150 1.453
H 2.475 -6.373 1.940
H 3.709 -7.598 1.759
H 2.968 -8.099 -0.663
H 1.857 -6.802 -0.539
H -0.233 -7.215 1.828
H 0.736 -8.055 2.986
H -1.076 -9.870 2.885
H -1.868 -9.140 1.452
H -2.045 -7.898 4.247
H -3.272 -8.699 3.345
H -3.889 -7.051 1.892
H -2.353 -6.255 2.079
H -3.618 -6.353 3.327
H 2.530 -9.721 2.168
H 2.916 -10.237 0.555
H 0.785 -11.750 0.692
H 0.904 -11.639 2.432
H 3.066 -12.386 2.702
H 3.335 -12.614 1.052
H 2.759 -14.888 1.564
H 1.218 -14.271 1.120
H 1.758 -14.498 2.876
H -0.855 -10.023 -0.369
H 0.423 -9.697 -1.391
H -0.282 -7.285 -1.922
H -1.263 -7.374 -0.386
H -2.764 -9.043 -1.802
H -1.694 -8.714 -3.114
H -3.717 -7.249 -3.381
H -2.406 -6.225 -3.080
H -3.544 -6.509 -1.773
C -9.594 1.943 1.047
C -8.559 3.058 0.903
C -7.459 2.970 2.006
C -7.032 4.396 2.312
P -5.632 4.544 3.430
C -4.290 5.386 2.571
C -4.683 6.378 1.507
C -3.448 7.194 0.928
C -3.791 8.135 -0.198
C -6.096 5.570 4.848
C -6.750 6.967 4.476
C -7.084 7.871 5.707
C -5.846 8.481 6.498
C -4.884 3.073 4.159
C -3.385 3.193 4.663
C -3.059 1.928 5.507
C -3.217 0.523 4.826
H -9.148 1.042 0.626
H -10.251 2.070 0.187
H -10.100 1.949 2.012
H -9.061 4.017 1.029
H -8.050 3.088 -0.061
H -6.659 2.303 1.685
H -7.908 2.625 2.937
H -7.871 5.022 2.614
H -6.681 4.807 1.365
H -3.699 4.665 2.006
H -3.673 5.781 3.378
H -5.464 7.060 1.843
H -5.100 5.769 0.705
H -2.682 6.523 0.538
H -3.045 7.832 1.714
H -4.217 7.562 -1.021
H -2.935 8.645 -0.640
H -4.620 8.784 0.084
H -5.207 5.750 5.454
H -6.884 5.014 5.356
H -7.631 6.787 3.860
H -6.005 7.473 3.863
H -7.668 7.251 6.387
H -7.868 8.578 5.434
H -6.097 9.085 7.371
H -5.101 9.018 5.910
H -5.441 7.544 6.881
H -4.834 2.313 3.379
H -5.433 2.706 5.026
H -3.353 4.082 5.292
H -2.677 3.458 3.878
H -3.788 2.061 6.306
H -2.077 2.051 5.965
H -2.746 -0.231 5.456
H -2.794 0.502 3.822
H -4.286 0.308 4.847
C 4.862 8.346 -4.406
C 3.906 7.228 -5.002
C 4.013 5.770 -4.415
C 5.489 5.241 -4.110
P 5.488 3.429 -3.788
C 4.441 3.377 -2.251
C 4.571 4.494 -1.154
C 5.381 4.155 0.178
C 5.201 2.763 0.817
C 4.653 2.423 -5.126
C 4.203 1.030 -4.889
C 3.812 0.285 -6.190
C 2.480 0.848 -6.628
C 7.099 2.682 -3.371
C 8.223 3.611 -2.779
C 9.560 2.897 -2.450
C 9.433 2.181 -1.082
H 5.948 8.269 -4.454
H 4.607 8.356 -3.346
H 4.601 9.364 -4.696
H 4.147 7.193 -6.065
H 2.832 7.399 -5.074
H 3.527 5.071 -5.096
H 3.512 5.803 -3.447
H 5.870 5.757 -3.228
H 6.127 5.440 -4.971
H 4.629 2.361 -1.903
H 3.399 3.327 -2.567
H 3.558 4.572 -0.760
H 4.949 5.414 -1.600
H 4.981 4.873 0.894
H 6.443 4.393 0.105
H 4.150 2.494 0.708
H 5.515 2.630 1.852
H 5.667 2.086 0.101
H 5.439 2.310 -5.874
H 3.961 3.142 -5.566
H 3.459 0.995 -4.094
H 4.978 0.346 -4.542
H 3.825 -0.788 -6.000
H 4.629 0.217 -6.908
H 2.222 0.601 -7.658
H 2.367 1.912 -6.424
H 1.641 0.485 -6.035
H 7.636 2.353 -4.260
H 7.012 1.920 -2.596
H 7.923 4.061 -1.833
H 8.408 4.437 -3.465
H 10.393 3.598 -2.514
H 9.859 2.180 -3.214
H 9.012 1.204 -1.316
H 8.874 2.646 -0.270
H 10.463 2.047 -0.751
O -2.829 -1.613 -1.524
C -1.916 -0.787 -1.148
O -0.794 -1.224 -0.832
O -2.286 0.457 -1.218
H -3.314 -0.821 -1.765
O -1.748 3.852 -5.182
C -2.820 4.279 -5.929
O -2.784 4.761 -7.076
O -4.031 4.162 -5.560
H -2.200 3.469 -4.426

Taking the records one at a time from the top gives lowest unoccupied orbital energy values of 0.3 -1.7 eV.
Taking the records one at a time from the top gives relative energy (zero: lowest compared OMol25 entry of this formula, charge and spin) values of 360.24 431.49 kJ/mol.
Taking the records one at a time from the top gives highest occupied orbital energy values of -8.06 -5.01 eV.